(1)
Here is C24H19ClIN4O4TcTe as an isolated structure at a distorted geometry from OMol25. Energies are from the ωB97M-V functional and the def2-TZVPD basis.

```
55
C24H19ClIN4O4TcTe | OMol25 | the ωB97M-V functional and the def2-TZVPD basis
Tc -0.41060 -0.03355 0.32111
Cl -1.70473 4.53573 5.96416
C -1.50645 3.70031 4.44059
C -1.59235 4.42770 3.23504
C -1.43741 3.79382 2.03926
C -1.16974 2.39719 1.96056
O -1.01725 1.86522 0.80677
C -1.12722 1.67761 3.19217
C -0.96896 0.26468 3.23948
O -0.81740 -0.47785 2.26795
C -1.28762 2.36198 4.41853
H -1.77908 5.49438 3.26575
H -1.51076 4.34329 1.10725
H -0.99358 -0.20731 4.22640
H -1.23552 1.80126 5.34615
I 3.67649 -6.21126 4.11889
C 3.33330 -4.40817 3.10065
C 4.38100 -3.80823 2.41717
C 4.13715 -2.62367 1.72859
C 2.87729 -2.03779 1.74102
C 1.84845 -2.65016 2.44490
C 2.06553 -3.84624 3.12428
C 2.62325 -0.77896 0.92076
O 3.38172 -0.56464 -0.02507
O 1.64115 -0.04450 1.31372
H 5.36552 -4.25809 2.40999
H 4.92582 -2.14031 1.16529
H 0.86733 -2.19473 2.44290
H 1.25807 -4.33336 3.65667
N -0.10107 0.20042 -1.40353
C 0.34334 -0.29008 -2.58282
C -0.39489 -0.17609 -3.86091
C -0.15067 -0.98694 -4.89275
C 0.73143 -2.20275 -4.77845
C 1.58330 -2.18891 -3.47099
C 1.49171 -1.03571 -2.55959
H -1.11233 0.63403 -3.94207
H -0.65305 -0.82543 -5.84323
H 1.24997 -2.43571 -5.70959
H 2.57473 -2.62833 -3.55719
H 2.17519 -0.93577 -1.72000
C -4.28780 2.45030 -3.18689
Te -2.78744 2.51177 -1.65907
C -2.82959 4.65380 -1.66347
H -4.01450 3.11688 -4.00761
H -5.25809 2.74499 -2.78567
H -4.35442 1.42655 -3.56434
H -3.63085 5.03215 -1.02960
H -2.98242 4.98620 -2.69042
H -1.86867 5.02961 -1.30663
N -0.15112 -2.03710 -0.06072
C 0.03670 -2.81794 -0.92106
N 0.13733 -3.68577 -1.85193
C 0.50498 -3.23301 -3.09857
N -0.07522 -3.35151 -4.24387
```

Its spin multiplicity is 2. The value obtained for the total energy is -69460.4203 eV. Its max |F| is 3.36 eV/A. The calculation puts the relative energy (zero: lowest compared OMol25 entry of this formula, charge and spin) at 94.0 kcal per mole. The total charge is -1. The LUMO energy (spin up / spin down) comes out at 1.694 / 1.661 eV.



(2)
Here is a 2-piece molecular cluster, C5H10O2 overall from OMol25. Energies are from the ωB97M-V functional and the def2-TZVPD basis.

```
17
C5H10O2 | OMol25 | the ωB97M-V functional and the def2-TZVPD basis
O 0.94126 -1.66560 0.14455
C 0.99276 -0.67030 1.11745
C 0.14742 0.55595 1.20372
C 0.71745 1.37397 0.10288
O 0.61098 1.03993 -1.25894
C 1.65712 0.65168 0.98462
H 1.05774 -1.24810 -0.71839
H 1.13974 -1.16456 2.07681
H -0.45634 0.89723 2.03748
H 0.67683 2.45479 0.26725
H -0.22901 1.40060 -1.57694
H 2.42975 1.08618 1.60727
C -1.96124 -0.94572 -1.19999
H -2.55827 -0.03280 -1.17118
H -2.42047 -1.70427 -0.56999
H -1.89160 -1.31188 -2.22416
H -0.96565 -0.74606 -0.82344
```

The value obtained for the total energy is -9439.5188 eV. Its max |F| is 0.37 eV/A. The calculation puts the relative energy (zero: lowest compared OMol25 entry of this formula, charge and spin) at 81.3 kcal per mole. The total charge is 0. Its SMILES is O[C@H]1[C@H]2[C@@H](O)[C@@H]12.C. The LUMO energy comes out at 0.843 eV.



- Which of these has the highest max |F|?
  C24H19ClIN4O4TcTe



- Among the records above, which one has the highest total charge?
  C5H10O2